DFT (ωB97M-V/def2-TZVPD) results for CH2O3 in the gas phase in a non-equilibrium geometry.

Computed properties:
Kohn-Sham gap: 0.4360 Ha
SMILES string: O=C(O)O

Geometry (Å):
O (0.338, -1.312, 0.215)
H (0.453, -0.161, -1.701)
C (0.078, -0.183, 0.082)
O (-0.276, 0.852, 0.845)
H (-0.317, 0.444, 1.783)
O (-0.276, 0.361, -1.225)

=====

DFT (ωB97M-V/def2-TZVPD) results for 2 unconnected molecules or ions with the total composition CH2O3S in a non-equilibrium geometry.

Computed properties:
Kohn-Sham gap (spin up / spin down): 0.3493 / 0.2027 Ha
multiplicity: 3

Geometry (Å):
O (1.448, 1.648, 1.088)
O (0.671, -1.550, -0.828)
H (-1.224, -0.914, -0.575)
S (0.508, 1.059, 2.000)
O (-0.832, 0.918, 1.501)
C (-0.284, -0.907, -1.149)
H (-0.287, -0.254, -2.036)

=====

DFT (ωB97M-V/def2-TZVPD) results for a molecular structure, CH2O5P2 in a non-equilibrium geometry.

Computed properties:
Kohn-Sham gap: 0.2494 Ha
total charge: -2

Geometry (Å):
P (-0.919, 2.421, 1.280)
O (-0.290, -1.671, -0.023)
H (-0.394, 0.069, -1.079)
O (-1.751, 1.960, 0.064)
H (0.456, -1.494, 0.488)
O (-0.129, 3.615, 0.810)
O (1.200, 0.360, 1.735)
O (-1.560, 2.558, 2.632)
P (-1.144, -0.095, 0.112)
C (0.079, 0.816, 1.259)

=====

DFT (ωB97M-V/def2-TZVPD) results for 2 unconnected molecules or ions with the total composition CH2O6S3 in a non-equilibrium geometry.

Computed properties:
Kohn-Sham gap: 0.2677 Ha
total charge: -2

Geometry (Å):
H (1.084, 0.140, -0.968)
O (3.663, -0.879, 1.337)
H (-1.886, -1.031, 1.144)
S (-1.999, 0.159, 0.518)
C (1.703, -0.608, -0.446)
O (-4.904, -0.741, 1.102)
S (-3.980, -0.910, -0.039)
O (4.152, -1.087, -1.005)
O (3.975, 1.180, -0.083)
O (-4.334, -0.070, -1.188)
S (3.536, -0.233, 0.020)
O (1.221, -1.673, -0.181)

=====

DFT (ωB97M-V/def2-TZVPD) results for CH2OS in the gas phase in a non-equilibrium geometry.

Computed properties:
Kohn-Sham gap: 0.3370 Ha
SMILES string: OC=S

Geometry (Å):
C (-0.309, 0.139, -0.047)
S (-1.795, -0.409, -0.019)
H (-0.054, 1.196, -0.019)
H (1.518, -0.255, 0.129)
O (0.639, -0.671, -0.043)

=====

DFT (ωB97M-V/def2-TZVPD) results for CH2OS2 in the gas phase in a non-equilibrium geometry.

Computed properties:
Kohn-Sham gap: 0.3386 Ha
SMILES string: OC(=S)S

Geometry (Å):
C (-0.033, -0.047, -0.127)
H (-0.304, 1.143, 1.842)
S (-0.665, -0.132, 1.509)
S (0.464, 1.328, -0.943)
H (0.417, -1.057, -1.586)
O (0.121, -1.234, -0.695)

=====

DFT (ωB97M-V/def2-TZVPD) results for a molecular structure, CH2OS2 in a non-equilibrium geometry.

Computed properties:
Kohn-Sham gap: 0.2826 Ha

Geometry (Å):
C (0.490, -0.284, 0.021)
H (-1.737, 0.028, 1.117)
O (0.592, 0.992, -0.018)
H (-0.157, 1.515, -0.946)
S (-1.184, -1.126, -0.125)
S (1.997, -1.125, -0.049)

=====

DFT (ωB97M-V/def2-TZVPD) results for a molecular structure, CH2S3 in a non-equilibrium geometry.

Computed properties:
Kohn-Sham gap: 0.2878 Ha

Geometry (Å):
S (1.935, -1.194, -0.572)
H (2.045, -0.528, 0.589)
C (0.747, -0.238, -1.405)
H (-0.999, 1.533, -0.674)
S (0.337, -0.045, -2.885)
S (-0.629, 0.707, 0.336)

=====

In Ha, the E values for the records above are, in order, -265.02345; -663.04112; -1098.27601; -1685.34771; -512.69461; -910.90490; -910.77199; -1233.78195.